Formula: C19H14FGdN2O2S5
Source: OMol25
Level of theory: ωB97M-V/def2-TZVPD

XYZ file:
```
44
Properties=species:S:1:pos:R:3
Gd 1.038 -0.206 -0.372
O 2.061 -1.566 1.157
C 2.688 -1.202 2.235
C 3.935 -1.776 2.570
C 4.616 -1.404 3.707
C 4.109 -0.426 4.568
C 2.903 0.166 4.246
C 2.187 -0.207 3.115
C 0.938 0.491 2.764
N 0.589 1.605 3.254
C -0.620 2.206 2.705
C -0.472 2.674 1.243
N -0.766 1.589 0.321
C -1.838 1.672 -0.367
C -2.429 0.629 -1.192
C -3.487 0.980 -2.035
C -4.123 0.050 -2.827
C -3.685 -1.279 -2.769
C -2.665 -1.661 -1.933
C -1.999 -0.719 -1.108
O -1.044 -1.087 -0.318
H 4.329 -2.519 1.891
H 5.566 -1.876 3.925
H 4.650 -0.131 5.455
H 2.490 0.957 4.858
H 0.313 -0.026 2.017
H -0.855 3.076 3.325
H -1.477 1.519 2.775
H 0.560 3.003 1.084
H -1.152 3.522 1.055
H -2.419 2.612 -0.335
H -3.788 2.022 -2.071
H -4.911 0.343 -3.501
H -4.134 -2.022 -3.418
H -2.302 -2.680 -1.909
S -2.162 -2.254 -6.722
C -1.152 -1.724 -5.472
S -0.967 -0.097 -5.029
C 0.194 -0.276 -3.742
C 0.602 -1.562 -3.521
S 1.750 -2.127 -2.336
S -0.134 -2.745 -4.569
S 0.702 1.147 -2.881
F 2.361 1.308 0.158
```

The lowest unoccupied orbital energy (alpha / beta) is 4.523 / 2.624 eV. The value obtained for the orbital gap (alpha / beta) is 0.1505 / 0.1428 hartree. The calculation puts the HOMO energy (alpha / beta) at 0.4 / -1.3 eV. For the total energy, the calculation gives -3848.92859 Eh. For the energy relative to the best compared isomer or geometry (same formula, charge and spin), the calculation gives 487.6 kJ/mol. The spin multiplicity is 8. Its net charge is -2.